Record 1
The following is a quantum chemistry calculation of a structure of composition C6H18NO4, from the Open Molecules 2025 dataset.

The frontier orbital gap (spin up / spin down) is 10.18 / 6.32 eV. The calculation puts the energy relative to the best compared isomer or geometry (same formula, charge and spin) at 2.842 eV. The spin multiplicity is 2. As for the LUMO energy (spin up / spin down): 0.462 / -3.385 eV. Its net charge is 0. The calculation puts the largest force on an atom at 6.11 eV/A.

Each line ends with the Mulliken spin population.
CARTESIAN COORDINATES (ANGSTROEM)
C (1.09124, 2.67219, -1.34827)  0.03
C (1.35316, 1.31190, -0.71334)  -0.02
C (1.26186, 0.13799, -1.75492)  0.03
C (1.80232, -1.14277, -1.15002)  0.00
C (1.29333, -1.88567, -0.19696)  0.00
N (0.37771, 1.05310, 0.36592)  0.65
C (0.54451, 0.75801, 1.78135)  -0.03
O (-0.59068, 0.44568, 2.47910)  0.18
H (0.82462, 3.33059, -0.47880)  0.00
H (0.25118, 2.56079, -1.93082)  0.00
H (1.80713, 3.25477, -1.98600)  0.00
H (2.47489, 1.39811, -0.38352)  0.00
H (1.86333, 0.40510, -2.56071)  0.00
H (0.25967, 0.08518, -2.01717)  0.00
H (2.80288, -1.05100, -1.33352)  0.00
H (0.29334, -1.83819, 0.21969)  0.00
H (1.74904, -2.62854, 0.35031)  0.00
H (-0.49252, 0.83400, 0.03644)  -0.08
H (1.32616, -0.03170, 2.04881)  0.10
H (0.77419, 1.74794, 2.13662)  0.12
H (-2.59110, -0.10191, 0.48378)  0.00
H (-1.25796, -0.15403, 1.65441)  0.00
O (-1.96712, -0.63483, 0.78791)  0.02
H (-2.18894, -2.10836, 1.37843)  0.00
H (-0.79400, -2.25167, 1.67134)  0.00
O (-1.47380, -2.81800, 1.79887)  0.00
H (-2.07054, 0.26853, -1.24370)  0.00
H (-2.08753, -0.57117, -2.67448)  0.00
O (-2.17669, 0.30339, -2.27082)  0.00

Record 2
The following is a quantum chemistry calculation of a cluster of 12 separate species, C51H118O21S7 in total, from the Open Molecules 2025 dataset.

The frontier orbital gap is 9.15 eV. As for the LUMO energy: -0.136 eV. Its net charge is 0. As for the SMILES: CCOS(C)(=O)=O.CCOS(C)(=O)=O.CCOS(C)(=O)=O.CCOS(C)(=O)=O.CCOS(C)(=O)=O.CCOS(C)(=O)=O.CCOS(C)(=O)=O.c1ccccc1.CCCCCC.CCCCCC.CCCCCC.CCCCCC. The calculation puts the largest force on an atom at 3.73 eV/A.

Each line ends with the Mulliken charge.
CARTESIAN COORDINATES (ANGSTROEM)
O (1.20704, 5.81077, 2.67774)  -0.53
S (0.79393, 6.22769, 3.99650)  1.04
O (-0.37283, 5.55081, 4.59073)  -0.62
O (2.12334, 6.02540, 5.03386)  -0.34
C (3.46608, 6.10460, 4.52218)  0.09
C (4.45905, 6.13523, 5.64305)  -1.21
C (0.54362, 7.99678, 4.14812)  -0.82
H (3.38009, 6.98899, 3.89087)  0.20
H (3.69706, 5.40917, 3.71525)  0.27
H (4.20070, 6.91045, 6.36443)  0.31
H (5.49889, 6.19835, 5.32234)  0.33
H (4.45961, 5.23337, 6.25521)  0.29
H (0.59456, 8.23354, 5.21088)  0.32
H (-0.32703, 8.30451, 3.56901)  0.37
H (1.38686, 8.41400, 3.59770)  0.29
O (1.96022, -0.85307, 6.05241)  -0.58
S (1.14654, -0.69658, 7.27639)  1.06
O (0.53522, -1.85958, 7.95737)  -0.59
O (2.15579, 0.06192, 8.40048)  -0.30
C (3.34936, 0.64460, 7.93399)  -0.02
C (3.79004, 1.43007, 9.12773)  -1.34
C (-0.07618, 0.59131, 7.07994)  -0.81
H (3.23491, 1.34764, 7.10892)  0.31
H (4.09483, -0.10813, 7.67753)  0.27
H (3.99347, 0.72149, 9.93062)  0.34
H (3.05538, 2.13776, 9.51187)  0.32
H (4.74238, 1.94664, 9.00817)  0.39
H (0.52477, 1.40136, 6.66669)  0.27
H (-0.44906, 0.79339, 8.08404)  0.31
H (-0.92527, 0.27745, 6.47278)  0.38
O (-3.18399, 1.27664, -0.57148)  -0.56
S (-1.86058, 0.70809, -0.37760)  1.04
O (-1.73114, -0.62864, 0.26246)  -0.56
O (-0.95071, 0.79738, -1.71434)  -0.26
C (-1.15721, 1.88523, -2.53100)  -0.23
C (0.17434, 2.25974, -3.15530)  -1.20
C (-0.88334, 1.92825, 0.58711)  -0.79
H (-1.66109, 2.69767, -2.00739)  0.36
H (-1.91470, 1.65052, -3.27881)  0.32
H (0.16112, 3.08029, -3.87269)  0.38
H (0.65280, 1.46529, -3.72804)  0.28
H (0.83293, 2.52842, -2.32936)  0.30
H (-0.76538, 2.79653, -0.06119)  0.25
H (0.09095, 1.51755, 0.85200)  0.30
H (-1.43246, 2.10940, 1.51109)  0.36
O (5.61656, -2.98425, -3.54858)  -0.49
S (6.04736, -2.52873, -4.87290)  1.06
O (7.32866, -2.94630, -5.46838)  -0.60
O (4.85607, -2.92928, -6.00375)  -0.33
C (3.84965, -3.82588, -5.57978)  0.35
C (3.46024, -4.71568, -6.71598)  -1.31
C (5.83884, -0.67777, -4.90554)  -0.88
H (2.93681, -3.49832, -5.08226)  0.30
H (4.27079, -4.45174, -4.79300)  -0.09
H (4.34771, -4.95645, -7.30124)  0.36
H (2.64247, -4.30299, -7.30679)  0.29
H (3.26363, -5.67613, -6.23956)  0.37
H (6.64292, -0.31994, -4.26249)  0.33
H (4.88430, -0.36382, -4.48319)  0.30
H (5.92805, -0.26730, -5.91135)  0.35
O (3.54243, -8.17167, -0.17375)  -0.63
S (3.65188, -7.10545, -1.17165)  1.20
O (3.00448, -7.30101, -2.49839)  -0.62
O (3.21371, -5.70079, -0.44715)  -0.21
C (1.84114, -5.49660, -0.15060)  -0.48
C (1.02763, -4.88099, -1.32151)  -0.82
C (5.47801, -6.72727, -1.43102)  -0.80
H (1.66659, -4.84720, 0.70725)  0.35
H (1.42635, -6.47034, 0.10994)  0.33
H (0.95932, -3.79628, -1.23881)  0.28
H (0.02018, -5.29660, -1.34174)  0.28
H (1.44210, -5.11760, -2.30148)  0.24
H (5.95222, -7.70837, -1.45728)  0.35
H (5.93405, -6.12286, -0.64693)  0.30
H (5.52769, -6.22612, -2.39771)  0.21
O (5.99172, 0.49144, 2.13955)  -0.61
S (5.55374, 0.30999, 0.76391)  1.07
O (4.81001, 1.35252, 0.07437)  -0.54
O (6.90604, -0.11517, -0.15415)  -0.25
C (7.93399, -0.97812, 0.44715)  -0.02
C (8.98220, -1.27572, -0.57968)  -1.22
C (4.51404, -1.26237, 0.59088)  -0.92
H (7.46877, -1.92533, 0.72002)  0.24
H (8.45002, -0.53899, 1.30096)  0.29
H (8.54938, -1.81945, -1.41939)  0.24
H (9.89524, -1.79495, -0.28841)  0.37
H (9.30770, -0.33606, -1.02600)  0.32
H (5.21018, -2.05593, 0.86240)  0.30
H (4.21274, -1.40580, -0.44678)  0.31
H (3.59955, -1.16223, 1.17552)  0.42
O (4.67543, 8.65655, 0.56963)  -0.56
S (5.64977, 7.75340, -0.06386)  1.14
O (6.49501, 8.10169, -1.20553)  -0.60
O (6.48028, 7.05325, 1.23486)  -0.31
C (7.51571, 6.12949, 1.00240)  -0.05
C (8.05751, 5.38407, 2.22443)  -1.24
C (4.79439, 6.15462, -0.54940)  -0.95
H (8.29972, 6.64074, 0.44378)  0.31
H (7.08741, 5.36093, 0.35900)  0.25
H (8.93353, 4.81762, 1.90846)  0.35
H (7.31097, 4.65333, 2.53554)  0.28
H (8.32273, 5.91088, 3.14108)  0.34
H (4.55713, 5.69477, 0.40995)  0.28
H (5.36717, 5.54253, -1.24610)  0.33
H (3.83883, 6.37969, -1.02303)  0.42
C (-6.43884, -1.27301, 5.23387)  -0.30
C (-7.02274, -0.78378, 6.38953)  -0.42
C (-6.81230, 0.52441, 6.80252)  -0.29
C (-5.97291, 1.31051, 6.03250)  -0.37
C (-5.49669, 0.84203, 4.83898)  -0.43
C (-5.77507, -0.41954, 4.39871)  -0.45
H (-6.50131, -2.31241, 4.94730)  0.39
H (-7.46064, -1.47485, 7.09455)  0.31
H (-7.20990, 0.97279, 7.70101)  0.37
H (-5.56412, 2.23261, 6.41852)  0.36
H (-4.85767, 1.46681, 4.23259)  0.40
H (-5.38846, -0.80228, 3.46574)  0.43
C (-7.64286, -2.74913, -0.28084)  -1.28
C (-6.38589, -3.32919, -0.90711)  -0.28
C (-6.66278, -4.37850, -2.06096)  -0.69
C (-5.34698, -5.15946, -2.32717)  -0.45
C (-5.47920, -6.04392, -3.62619)  -0.50
C (-4.29532, -6.96172, -3.87139)  -1.23
H (-8.29395, -2.15834, -0.92517)  0.34
H (-7.28495, -2.15526, 0.56018)  0.31
H (-8.23931, -3.49246, 0.24812)  0.35
H (-5.73863, -2.54426, -1.29830)  0.30
H (-5.83593, -3.85773, -0.12846)  0.25
H (-7.08439, -3.84998, -2.91595)  0.35
H (-7.43623, -5.06439, -1.71537)  0.35
H (-4.55720, -4.41555, -2.43182)  0.29
H (-5.03505, -5.76870, -1.47886)  0.24
H (-6.43543, -6.56214, -3.55432)  0.34
H (-5.64026, -5.43762, -4.51757)  0.33
H (-4.25889, -7.78120, -3.15360)  0.31
H (-4.45297, -7.45475, -4.83065)  0.38
H (-3.34506, -6.46262, -4.06116)  0.30
C (-1.29559, 8.51581, -2.01403)  -1.24
C (-2.63892, 8.54831, -1.25149)  -0.45
C (-3.21541, 7.10365, -1.05693)  -0.55
C (-4.36196, 7.00986, -0.00523)  -0.65
C (-4.75259, 5.56997, 0.35391)  -0.37
C (-6.06812, 5.43153, 1.24087)  -1.30
H (-1.63745, 8.22494, -3.00733)  0.29
H (-0.44561, 7.99558, -1.57245)  0.35
H (-0.92290, 9.52520, -2.18814)  0.38
H (-2.51560, 9.09057, -0.31403)  0.40
H (-3.25780, 9.19108, -1.87753)  0.27
H (-2.41957, 6.42016, -0.76099)  0.29
H (-3.63158, 6.81039, -2.02072)  0.29
H (-4.22260, 7.41039, 0.99888)  0.37
H (-5.24596, 7.47752, -0.43876)  0.27
H (-4.94953, 5.00301, -0.55596)  0.36
H (-3.88620, 5.10811, 0.82737)  0.27
H (-7.00058, 5.83752, 0.84871)  0.35
H (-6.21684, 4.35934, 1.36892)  0.34
H (-5.94870, 5.82148, 2.25171)  0.34
C (-3.52718, -1.44608, -6.61627)  -1.31
C (-2.44969, -0.53104, -7.27316)  -0.28
C (-2.97527, 0.62995, -8.09315)  -0.70
C (-1.92957, 1.77915, -8.34303)  -0.52
C (-2.54011, 2.99992, -9.06596)  -0.39
C (-1.57948, 4.13493, -9.21808)  -1.28
H (-3.01312, -2.21470, -6.03915)  0.36
H (-4.13596, -1.87384, -7.41282)  0.33
H (-4.24089, -0.94936, -5.95901)  0.35
H (-1.74536, -0.09152, -6.56688)  0.28
H (-1.79186, -1.17973, -7.85156)  0.28
H (-3.83300, 1.07865, -7.59208)  0.31
H (-3.45166, 0.23482, -8.99039)  0.37
H (-1.58201, 2.07947, -7.35454)  0.18
H (-1.01811, 1.38455, -8.79205)  0.39
H (-3.07726, 2.68545, -9.96077)  0.39
H (-3.33623, 3.36667, -8.41805)  0.27
H (-0.67333, 3.80450, -9.72583)  0.32
H (-2.02397, 4.95356, -9.78409)  0.37
H (-1.22757, 4.59690, -8.29567)  0.30
C (-2.59570, -6.53313, 5.77329)  -1.15
C (-2.54390, -5.69684, 4.49282)  -0.46
C (-2.81575, -6.37529, 3.13880)  -0.50
C (-2.17649, -7.74064, 2.89492)  -0.54
C (-2.54600, -8.35425, 1.44158)  -0.35
C (-2.15957, -9.84703, 1.41298)  -1.31
H (-1.77754, -7.24542, 5.66672)  0.27
H (-3.50880, -7.12829, 5.76188)  0.28
H (-2.55273, -5.97706, 6.70980)  0.36
H (-3.17128, -4.82478, 4.67722)  0.30
H (-1.56881, -5.22754, 4.36215)  0.31
H (-2.53387, -5.79604, 2.25953)  0.28
H (-3.89772, -6.50110, 3.17893)  0.27
H (-1.08698, -7.72449, 2.92357)  0.30
H (-2.52548, -8.50264, 3.59181)  0.34
H (-3.59336, -8.28473, 1.14780)  0.34
H (-2.03126, -7.83530, 0.63298)  0.24
H (-2.51155, -10.45388, 2.24721)  0.35
H (-2.57466, -10.28932, 0.50735)  0.38
H (-1.07856, -9.97061, 1.34781)  0.29

Record 3
The following is a quantum chemistry calculation of the ion C5H9BrN with charge +1, from the Open Molecules 2025 dataset.

The frontier orbital gap (spin up / spin down) is 7.94 / 9.07 eV. The calculation puts the energy relative to the best compared isomer or geometry (same formula, charge and spin) at 2.516 eV. As for the LUMO energy (spin up / spin down): -4.671 / -4.341 eV. Its net charge is +1. The calculation puts the largest force on an atom at 2.36 eV/A.

Each line ends with the natural charge from an NBO analysis.
CARTESIAN COORDINATES (ANGSTROEM)
C (0.58514, 1.57729, -0.51736)  -0.23
C (1.02151, 0.43809, -0.01148)  -0.03
C (-1.23823, -0.51837, -0.05219)  -0.21
C (-0.73479, 1.79735, -1.08794)  -0.25
C (0.52782, -1.54558, 1.26977)  -0.42
N (0.17613, -0.78141, 0.04632)  -0.42
Br (-0.92047, 1.73546, -2.94377)  0.19
H (1.27831, 2.41354, -0.54156)  0.27
H (2.01607, 0.30631, 0.38211)  0.24
H (-1.72288, -0.20091, 0.85139)  0.22
H (-1.79851, -1.06598, -0.78436)  0.23
H (-1.46775, 2.39513, -0.56887)  0.24
H (-0.13199, -2.40504, 1.37290)  0.25
H (1.55907, -1.89398, 1.21473)  0.24
H (0.41016, -0.90311, 2.14125)  0.24
H (0.44041, -1.34880, -0.77094)  0.45

Record 4
The following is a quantum chemistry calculation of a structure of composition C20H16CeN3O4S, from the Open Molecules 2025 dataset.

The frontier orbital gap (spin up / spin down) is 7.54 / 7.56 eV. The calculation puts the energy relative to the best compared isomer or geometry (same formula, charge and spin) at 0.652 eV. The spin multiplicity is 2. As for the LUMO energy (spin up / spin down): -0.283 / -0.261 eV. Its net charge is 0. The calculation puts the largest force on an atom at 1.31 eV/A.

Each line ends with the Mulliken spin population.
CARTESIAN COORDINATES (ANGSTROEM)
Ce (0.34251, -0.45583, -0.16673)  1.00
C (-1.55425, -4.33770, 0.25432)  0.00
O (-2.83291, -4.07135, 0.82756)  0.00
C (-3.34667, -2.81671, 0.80160)  0.00
C (-4.72389, -2.75130, 0.91766)  0.00
C (-5.40462, -1.53946, 0.98078)  0.00
C (-4.67984, -0.37299, 0.90261)  0.00
C (-3.28709, -0.41315, 0.75197)  0.00
C (-2.59258, 0.86488, 0.68182)  0.01
N (-1.42665, 1.00228, 0.18964)  -0.01
N (-0.82830, 2.27738, 0.26455)  0.00
C (0.36214, 2.24964, 0.81115)  0.00
O (0.97077, 1.18230, 1.24238)  0.00
C (1.07831, 3.55482, 0.89337)  0.00
C (2.44708, 3.52241, 1.12098)  0.00
C (3.18064, 4.69865, 1.18786)  0.00
C (2.54066, 5.91833, 1.03603)  0.00
C (1.16754, 5.95536, 0.81442)  0.00
C (0.43572, 4.78035, 0.74004)  0.00
C (-2.57700, -1.63583, 0.74050)  0.00
O (-1.25094, -1.66050, 0.73146)  0.00
H (-1.46690, -3.89682, -0.74041)  0.00
H (-1.49520, -5.41957, 0.17183)  0.00
H (-0.74457, -3.96475, 0.86391)  0.00
H (-5.25655, -3.69395, 0.97853)  0.00
H (-6.48135, -1.52246, 1.09067)  0.00
H (-5.17411, 0.59301, 0.94329)  0.00
H (-3.08876, 1.75150, 1.07591)  0.00
H (2.92974, 2.56200, 1.24237)  0.00
H (4.24936, 4.66230, 1.35900)  0.00
H (3.10916, 6.83967, 1.08860)  0.00
H (0.66532, 6.90742, 0.70044)  0.00
H (-0.63178, 4.79801, 0.56163)  0.00
O (2.61644, -0.24224, -0.55261)  0.00
N (2.93435, -0.91976, 0.55513)  0.00
C (3.71498, -0.30580, 1.48302)  0.00
C (4.06582, -0.94071, 2.62939)  0.00
C (3.59408, -2.24112, 2.85331)  0.00
C (2.80954, -2.85162, 1.91514)  0.00
C (2.46796, -2.20634, 0.70887)  0.00
S (1.55605, -2.94482, -0.54074)  0.00
H (4.01471, 0.69310, 1.21609)  0.00
H (4.68827, -0.42514, 3.34576)  0.00
H (3.84891, -2.76282, 3.76667)  0.00
H (2.42882, -3.85287, 2.05552)  0.00